[1]
C31H46IN4O9P2Sn | wB97M-V/def2-TZVPD

E_LUMO ... -2.7783 eV
ΔE to the lowest compared entry with this formula, charge and spin ... 0.000 eV
Highest occupied orbital energy ... -0.37343 Eh
Total charge ... +1

Geometry as XYZ:
```
94
C31H46IN4O9P2Sn | the Open Molecules 2025 dataset | wB97M-V/def2-TZVPD
Sn 0.38 -0.77 -0.14
C 1.10 4.60 1.74
C 1.46 3.16 2.04
C 1.77 2.35 0.80
O 0.41 2.56 2.86
P -0.78 1.62 2.49
O -0.44 0.30 1.89
C -1.86 2.54 1.35
P -2.45 1.60 -0.06
O -1.33 1.05 -0.87
O -3.37 0.54 0.63
C -4.27 -0.45 0.02
C -3.69 -1.01 -1.27
C -5.64 0.16 -0.14
O -3.45 2.52 -0.84
C -3.17 3.71 -1.63
C -1.77 3.72 -2.20
C -3.49 4.92 -0.78
O -1.48 1.61 3.88
C -2.60 0.82 4.43
C -2.64 -0.58 3.90
C -3.88 1.59 4.21
H 1.98 5.13 1.38
H 0.74 5.10 2.64
H 0.34 4.68 0.96
H 2.32 3.14 2.70
H 0.92 2.29 0.13
H 2.10 1.34 1.05
H 2.59 2.83 0.26
H -1.31 3.40 0.97
H -2.72 2.91 1.91
H -4.29 -1.24 0.78
H -3.62 -0.24 -2.04
H -4.35 -1.79 -1.63
H -2.70 -1.44 -1.11
H -5.63 0.93 -0.91
H -5.98 0.60 0.80
H -6.34 -0.62 -0.43
H -3.89 3.64 -2.45
H -1.01 3.79 -1.42
H -1.67 4.60 -2.84
H -1.56 2.83 -2.79
H -2.74 5.06 0.00
H -4.47 4.83 -0.32
H -3.49 5.82 -1.40
H -2.36 0.81 5.50
H -2.95 -0.60 2.86
H -3.37 -1.15 4.47
H -1.67 -1.08 3.98
H -4.15 1.60 3.15
H -3.80 2.61 4.57
H -4.69 1.10 4.76
O -2.65 -3.09 1.74
C -1.71 -2.72 1.13
N -0.77 -2.42 0.46
C 6.42 -2.10 0.29
O 5.40 -2.05 -0.71
C 4.97 -0.84 -1.12
C 5.45 0.38 -0.64
C 4.99 1.57 -1.19
C 4.05 1.57 -2.20
C 3.55 0.36 -2.66
C 4.00 -0.84 -2.11
N 3.51 -2.04 -2.69
C 3.20 -3.23 -2.21
C 2.98 -3.72 -0.92
C 2.93 -5.15 -0.80
C 2.76 -5.76 0.40
C 2.63 -4.94 1.56
C 2.64 -3.58 1.50
C 2.77 -2.89 0.25
O 2.64 -1.63 0.17
H 6.65 -3.16 0.42
H 6.05 -1.69 1.23
H 7.31 -1.57 -0.03
H 6.19 0.40 0.14
H 5.39 2.51 -0.82
H 3.70 2.49 -2.64
H 2.80 0.33 -3.44
H 3.44 -1.99 -3.70
H 3.06 -3.95 -3.01
H 3.05 -5.74 -1.70
H 2.74 -6.83 0.48
H 2.51 -5.42 2.53
H 2.52 -2.97 2.38
I -2.14 -2.69 -5.88
C -1.11 -2.81 -4.11
C -0.87 -3.94 -3.35
N -0.16 -3.54 -2.29
N 0.08 -2.22 -2.29
C -0.50 -1.76 -3.40
H -1.16 -4.96 -3.50
H 0.12 -4.08 -1.48
H -0.47 -0.71 -3.63
```

So, what does the Löwdin scheme give us? The charges, in e, come out as: atom 1 (Sn): 1.39, atom 2 (C): -0.04, atom 3 (C): -0.40, atom 4 (C): -0.07, atom 5 (O): -0.15, atom 6 (P): 0.48, atom 7 (O): -0.40, atom 8 (C): -0.18, atom 9 (P): 0.44, atom 10 (O): -0.41, atom 11 (O): -0.19, atom 12 (C): -0.39, atom 13 (C): -0.04, atom 14 (C): -0.03, atom 15 (O): -0.17, atom 16 (C): -0.40, atom 17 (C): -0.05, atom 18 (C): -0.04, atom 19 (O): -0.15, atom 20 (C): -0.39, atom 21 (C): -0.05, atom 22 (C): -0.04, atom 23 (H): 0.09, atom 24 (H): 0.09, atom 25 (H): 0.06, atom 26 (H): 0.15, atom 27 (H): 0.06, atom 28 (H): 0.06, atom 29 (H): 0.09, atom 30 (H): 0.05, atom 31 (H): 0.08, atom 32 (H): 0.13, atom 33 (H): 0.09, atom 34 (H): 0.10, atom 35 (H): 0.05, atom 36 (H): 0.08, atom 37 (H): 0.09, atom 38 (H): 0.09, atom 39 (H): 0.15, atom 40 (H): 0.07, atom 41 (H): 0.10, atom 42 (H): 0.08, atom 43 (H): 0.07, atom 44 (H): 0.09, atom 45 (H): 0.09, atom 46 (H): 0.15, atom 47 (H): 0.06, atom 48 (H): 0.10, atom 49 (H): 0.09, atom 50 (H): 0.07, atom 51 (H): 0.09, atom 52 (H): 0.09, atom 53 (O): 0.11, atom 54 (C): -0.50, atom 55 (N): -0.05, atom 56 (C): -0.04, atom 57 (O): -0.08, atom 58 (C): -0.24, atom 59 (C): 0.00, atom 60 (C): -0.08, atom 61 (C): -0.09, atom 62 (C): -0.02, atom 63 (C): -0.17, atom 64 (N): 0.14, atom 65 (C): -0.01, atom 66 (C): -0.16, atom 67 (C): -0.05, atom 68 (C): -0.08, atom 69 (C): -0.05, atom 70 (C): -0.01, atom 71 (C): -0.39, atom 72 (O): -0.22, atom 73 (H): 0.10, atom 74 (H): 0.10, atom 75 (H): 0.10, atom 76 (H): 0.11, atom 77 (H): 0.11, atom 78 (H): 0.11, atom 79 (H): 0.12, atom 80 (H): 0.16, atom 81 (H): 0.14, atom 82 (H): 0.12, atom 83 (H): 0.10, atom 84 (H): 0.11, atom 85 (H): 0.12, atom 86 (I): 0.90, atom 87 (C): -0.79, atom 88 (C): -0.13, atom 89 (N): 0.00, atom 90 (N): -0.07, atom 91 (C): -0.21, atom 92 (H): 0.13, atom 93 (H): 0.15, atom 94 (H): 0.11

***

[2]
C31H46LaP2 | wB97M-V/def2-TZVPD

E_LUMO ... -2.9087 eV
Highest occupied orbital energy ... -0.38959 Eh
Total charge ... +1

Geometry as XYZ:
```
80
C31H46LaP2 | the Open Molecules 2025 dataset | wB97M-V/def2-TZVPD
La 0.68 -1.41 0.86
C 3.13 -2.61 -0.50
C 3.54 -1.72 0.52
C 2.21 -3.34 1.49
C 2.30 -3.60 0.09
C 2.99 -2.16 1.76
C 3.60 -2.61 -1.92
H 3.74 -1.59 -2.30
H 2.88 -3.11 -2.57
H 4.57 -3.14 -2.05
C 1.63 -4.73 -0.61
H 2.00 -4.83 -1.64
H 0.54 -4.61 -0.65
H 1.84 -5.68 -0.08
C 1.22 -3.99 2.39
H 1.47 -5.06 2.45
H 0.18 -3.95 2.01
H 1.24 -3.56 3.39
C 2.91 -1.35 3.02
H 3.72 -1.67 3.69
H 1.96 -1.48 3.58
H 3.05 -0.26 2.86
C 4.43 -0.53 0.33
H 5.42 -0.69 0.77
H 4.01 0.37 0.81
H 4.57 -0.29 -0.73
C -0.53 0.13 -2.26
C 0.77 0.35 -2.53
C 1.63 1.43 -2.02
C 1.18 2.35 -0.84
C 0.84 1.80 0.51
C -0.38 1.37 0.93
C -1.51 0.85 0.07
C -1.42 1.04 -1.47
H 1.85 2.18 -2.79
H 0.36 3.00 -1.21
H 2.59 0.97 -1.75
H -1.25 2.11 -1.68
H -0.98 -0.80 -2.61
H 1.30 -0.40 -3.12
H -2.45 0.84 -1.81
H -1.65 -0.24 0.30
H -0.50 1.14 2.01
H -2.46 1.33 0.35
H 2.05 3.04 -0.69
H 1.65 1.83 1.27
P -1.15 4.58 -1.28
C -2.42 4.46 -2.59
C -0.27 6.05 -1.95
P -1.51 5.30 1.64
C -2.20 5.49 -0.07
C -0.85 7.02 1.80
C -3.09 5.74 2.49
H -3.23 3.80 -2.27
H -1.96 4.06 -3.51
H -2.80 5.48 -2.77
H -1.03 6.76 -2.29
H 0.35 5.73 -2.81
H 0.37 6.51 -1.19
H -3.44 6.72 2.13
H -2.87 5.80 3.56
H -3.85 4.97 2.31
H -3.23 5.10 -0.13
H -2.20 6.55 -0.35
H -0.59 7.16 2.86
H -1.64 7.74 1.54
H 0.04 7.19 1.18
C -1.16 -2.64 0.30
C -1.66 -3.79 0.28
C -2.27 -5.05 0.29
C -2.48 -5.70 1.53
C -2.93 -7.02 1.55
C -3.16 -7.69 0.34
C -2.96 -7.05 -0.89
C -2.51 -5.74 -0.93
H -2.22 -5.18 2.45
H -3.08 -7.52 2.51
H -3.49 -8.73 0.36
H -3.14 -7.58 -1.84
H -2.28 -5.24 -1.87
```

So, what does the Löwdin scheme give us? The charges, in e, come out as: atom 1 (La): 2.00, atom 2 (C): -0.26, atom 3 (C): -0.30, atom 4 (C): -0.39, atom 5 (C): -0.30, atom 6 (C): -0.38, atom 7 (C): -0.03, atom 8 (H): 0.07, atom 9 (H): 0.08, atom 10 (H): 0.10, atom 11 (C): -0.03, atom 12 (H): 0.08, atom 13 (H): 0.06, atom 14 (H): 0.10, atom 15 (C): -0.07, atom 16 (H): 0.11, atom 17 (H): 0.05, atom 18 (H): 0.08, atom 19 (C): -0.07, atom 20 (H): 0.11, atom 21 (H): 0.07, atom 22 (H): 0.08, atom 23 (C): -0.04, atom 24 (H): 0.10, atom 25 (H): 0.07, atom 26 (H): 0.07, atom 27 (C): -0.10, atom 28 (C): -0.11, atom 29 (C): -0.18, atom 30 (C): -0.23, atom 31 (C): -0.15, atom 32 (C): -0.21, atom 33 (C): -0.22, atom 34 (C): -0.20, atom 35 (H): 0.13, atom 36 (H): -0.02, atom 37 (H): 0.10, atom 38 (H): 0.04, atom 39 (H): 0.11, atom 40 (H): 0.10, atom 41 (H): 0.12, atom 42 (H): 0.04, atom 43 (H): 0.11, atom 44 (H): 0.13, atom 45 (H): 0.13, atom 46 (H): 0.11, atom 47 (P): 0.82, atom 48 (C): -0.30, atom 49 (C): -0.28, atom 50 (P): 0.79, atom 51 (C): -0.60, atom 52 (C): -0.32, atom 53 (C): -0.33, atom 54 (H): 0.04, atom 55 (H): 0.05, atom 56 (H): 0.05, atom 57 (H): 0.04, atom 58 (H): 0.04, atom 59 (H): 0.03, atom 60 (H): 0.04, atom 61 (H): 0.03, atom 62 (H): 0.03, atom 63 (H): 0.05, atom 64 (H): 0.05, atom 65 (H): 0.04, atom 66 (H): 0.04, atom 67 (H): 0.02, atom 68 (C): -0.26, atom 69 (C): -0.17, atom 70 (C): -0.27, atom 71 (C): -0.03, atom 72 (C): -0.07, atom 73 (C): -0.07, atom 74 (C): -0.07, atom 75 (C): -0.03, atom 76 (H): 0.11, atom 77 (H): 0.11, atom 78 (H): 0.10, atom 79 (H): 0.11, atom 80 (H): 0.12

***

Question: Number 2 is which compound?
Answer: C31H46LaP2

***

Question: What is the highest occupied orbital energy in the second record?
Answer: -0.38959 Eh

***

Question: Which formula does entry 2 have?
Answer: C31H46LaP2